A single ClH3O3Si molecule in a non-equilibrium geometry. Source: the Open Molecules 2025 dataset; level of theory: ωB97M-V/def2-TZVPD.

Structure (SMILES): O[Si](O)(O)Cl
Energy relative to the best compared isomer or geometry (same formula, charge and spin) (kcal per mole): 0.00
E_HOMO (Ha): -0.3868
E_tot (Eh): -977.37378

Positions of all 8 atoms, in Å:
O: 0.282 -1.209 -1.095
Si: 0.085 -0.015 -0.021
O: 0.936 -0.482 1.239
O: 0.331 1.499 -0.387
Cl: -2.441 0.075 0.278
H: -0.175 -1.968 -0.781
H: 1.286 0.240 1.717
H: -0.306 1.860 -0.950

These are the natural (NBO) partial charges, in e, on atoms 1 to 6: atom 1 (O): -1.08, atom 2 (Si): 2.32, atom 3 (O): -1.08, atom 4 (O): -1.09, atom 5 (Cl): -0.61, atom 6 (H): 0.51